(1)
C5H12O | the ωB97M-V functional and the def2-TZVPD basis

Last column: Löwdin charge in e.
Geometry (Å):
C1 1.76229 0.75222 0.98212  -0.138
C2 0.32111 0.56744 0.59564  -0.263
C3 0.29202 0.66961 -1.72113  0.051
C4 -0.26789 -0.73044 0.48637  -0.355
C5 -1.75329 -0.85365 0.77076  -0.069
O1 -0.08102 -0.99395 -1.09367  -0.144
H1 1.91516 1.00628 2.04223  0.064
H2 2.34422 -0.15615 0.77708  0.076
H3 2.23304 1.56506 0.40290  0.061
H4 -0.35587 1.37198 0.88975  0.102
H5 -0.45314 1.44392 -1.57376  0.052
H6 1.31209 1.01326 -1.57538  0.039
H7 0.19021 0.22611 -2.72011  0.048
H8 0.31421 -1.56782 0.88392  0.131
H9 -2.17354 -1.80643 0.42855  0.072
H10 -2.29841 -0.03744 0.28343  0.083
H11 -1.93196 -0.78186 1.84872  0.083
H12 -0.75121 -1.54567 -1.56111  0.107

Output
highest occupied orbital energy	-6.6333	eV
E	-7422.281	eV
LUMO	0.0330	hartree
frontier orbital gap	0.2768	Ha


(2)
H80O40 | the ωB97M-V functional and the def2-TZVPD basis

Last column: Löwdin charge in e.
Geometry (Å):
H1 1.40684 1.58201 4.17428  0.038
H2 0.98826 0.05987 3.87394  0.057
O1 1.67697 0.66550 4.24302  -0.041
H3 -3.72941 3.11827 4.29573  0.070
H4 -2.24279 2.29618 4.65977  0.074
O2 -3.22708 2.28001 4.28200  -0.148
H5 0.14582 2.00979 0.58583  0.061
H6 0.37461 1.09940 -0.60493  0.021
O3 0.69628 1.90696 -0.23315  -0.072
H7 3.32667 2.98803 -3.46776  -0.058
H8 4.82036 3.71652 -3.47741  0.044
O4 3.92145 3.60848 -3.19058  -0.002
H9 1.60916 -4.64428 -2.28154  0.081
H10 1.91451 -4.81039 -3.82732  0.090
O5 1.56274 -4.11048 -3.17527  -0.140
H11 -0.91304 0.42996 -3.40251  0.112
O6 -0.94788 0.31772 -2.21761  -0.238
H12 -0.91018 1.75585 6.40969  0.079
O7 -0.59699 2.27947 5.60523  -0.068
H13 -3.99323 1.90970 2.91680  -0.004
H14 -3.93720 1.37661 1.56468  -0.010
O8 -4.66706 1.68296 2.16782  -0.155
H15 5.74517 0.29040 -0.78548  0.066
H16 5.74875 -1.15325 -1.58849  0.012
O9 6.26643 -0.40396 -1.30413  -0.086
H17 -0.35381 -3.41267 -4.70363  0.095
H18 -1.58628 -2.50255 -4.29356  -0.020
O10 -0.71029 -2.48311 -4.60288  -0.066
H19 -1.79916 3.88318 2.67573  0.102
H20 -1.42876 2.63880 2.11341  0.013
O11 -1.44540 2.99409 3.05665  -0.144
H21 0.97295 -1.83263 0.34406  0.042
O12 1.18502 -1.68148 1.30527  -0.079
H22 5.78317 -1.39646 2.01590  0.007
H23 5.66302 -0.31957 3.16898  0.077
O13 5.55675 -0.54560 2.23056  -0.006
H24 -1.28188 0.09633 1.79150  0.058
H25 0.12471 -0.25146 1.39335  0.008
O14 -0.34876 0.50225 1.81086  -0.110
H26 -2.53111 0.19451 5.68284  0.012
H27 -1.64837 -0.87994 6.42598  0.053
O15 -2.06659 0.00037 6.51431  -0.100
H28 2.06735 -4.30108 2.71502  -0.026
H29 2.18246 -5.46953 3.53159  0.058
O16 2.76449 -4.74956 3.18406  -0.072
H30 1.57385 -3.59000 -0.04454  -0.024
H31 2.46637 -4.31752 0.79411  0.039
O17 1.85045 -4.48043 0.06626  -0.022
H32 -0.46630 -4.01881 0.39362  0.054
H33 -1.33941 -2.97430 -0.35131  -0.002
O18 -1.36972 -3.70172 0.21591  -0.031
H34 -0.63402 -3.61297 2.87512  -0.007
O19 -0.35634 -4.47686 3.07640  0.023
H35 0.99837 2.53717 -1.90947  0.000
H36 2.05117 2.30313 -2.96091  0.013
O20 1.11381 2.21462 -2.77939  -0.050
H37 -2.01712 -0.11316 -0.59386  0.018
O21 -2.58720 -0.76907 -0.07781  -0.089
H38 -3.48338 2.44384 -2.46048  0.029
H39 -5.08217 2.13772 -2.12270  0.043
O22 -4.16339 1.82958 -2.09232  -0.086
H40 0.19933 -2.26032 -3.10873  0.077
H41 0.13304 -0.97154 -2.19127  -0.076
O23 0.41347 -1.87211 -2.10465  -0.143
H42 -4.53965 -2.47809 -0.80863  0.000
H43 -6.01619 -2.95917 -0.89618  0.050
O24 -5.41414 -2.24268 -1.13490  -0.055
H44 -4.07096 -3.06303 -4.32388  0.061
H45 -3.81779 -2.73325 -2.76290  -0.008
O25 -3.52585 -3.20776 -3.53071  -0.047
H46 2.52211 0.63787 2.79789  -0.048
H47 4.03431 0.47711 2.27094  -0.033
O26 3.12508 0.45634 2.11101  -0.030
H48 1.77079 3.77268 1.08785  -0.070
H49 1.53757 4.67480 2.02225  0.079
O27 1.76019 3.71292 1.96756  -0.002
H50 0.55103 0.72457 -3.58452  0.072
H51 -0.23066 1.76936 -4.59317  0.116
O28 0.00829 0.76536 -4.48177  -0.130
H52 0.87466 5.48576 -0.63600  0.068
H53 0.87421 6.53987 -1.36028  0.007
O29 1.31914 6.40578 -0.52956  -0.092
H54 4.26771 -3.69443 -3.39831  0.018
H55 3.42495 -4.34360 -2.20814  0.020
O30 4.15261 -4.46749 -2.86352  -0.077
H56 2.40684 -0.31136 -4.14172  -0.015
H57 2.61950 0.35024 -2.81800  0.054
O31 2.58697 0.48158 -3.78182  -0.011
H58 -2.35373 1.95317 0.59719  0.045
O32 -2.92285 2.78107 0.66328  -0.098
H59 2.18899 1.86775 -0.31583  -0.009
H60 3.73216 1.53852 -0.01811  -0.019
O33 3.06480 1.47545 -0.66497  -0.083
H61 -1.01575 -4.97441 3.42356  -0.008
H62 -1.82393 -0.17286 -2.38452  0.065
H63 -3.48129 -0.74689 -0.50501  0.041
H64 0.21064 2.73181 5.72042  0.021
H65 1.88395 -0.97906 1.47491  0.057
H66 -3.72111 2.74745 0.15765  0.035
O34 -1.45478 -0.39517 4.15972  -0.023
H67 -1.11754 0.26574 3.62825  -0.041
H68 -2.05217 -1.02965 3.76160  0.033
O35 -1.84111 3.55247 -1.58591  -0.078
H69 -2.27805 3.15445 -0.77485  -0.016
H70 -1.20431 3.01596 -1.97793  -0.048
O36 -2.73686 -2.58370 2.26225  0.001
H71 -2.32025 -2.56965 1.45906  -0.071
H72 -2.91334 -1.69731 2.46012  -0.015
O37 -2.37625 -0.64363 -5.41961  -0.115
H73 -1.48578 -0.21320 -5.26024  0.015
H74 -2.08867 -1.51618 -5.80253  0.037
O38 5.13316 3.32139 2.48415  -0.115
H75 4.19747 2.90905 2.59906  0.052
H76 5.00761 4.12649 1.94628  0.033
O39 -3.38991 -5.37960 0.38665  -0.028
H77 -2.61313 -4.94634 0.15920  -0.062
H78 -3.93011 -4.82113 0.89734  -0.007
O40 -0.68418 4.18112 -4.80638  0.019
H79 0.09542 4.62072 -4.94581  -0.005
H80 -1.36925 4.63031 -4.38904  0.007

Output
highest occupied orbital energy (alpha / beta)	-0.8625 / -7.4964	eV
E	-83193.585	eV
LUMO (alpha / beta)	0.0666 / 0.0610	hartree
⟨S²⟩	0.7514
total charge	-1
multiplicity	2
frontier orbital gap (alpha / beta)	0.0982 / 0.3365	Ha


(3)
C30H36BF3O3 | the ωB97M-V functional and the def2-TZVPD basis

Last column: Löwdin charge in e.
Geometry (Å):
C1 -2.10582 -3.97535 -4.09998  -0.021
C2 -2.32291 -3.13368 -2.83977  -0.477
C3 -3.70821 -2.47603 -2.87841  -0.013
C4 -2.10867 -3.96078 -1.49298  -0.478
C5 -3.37419 -4.68311 -1.02337  -0.020
C6 -0.95571 -4.96170 -1.62756  -0.024
O1 -1.73432 -2.97325 -0.52577  0.006
B1 -1.17447 -1.82340 -1.31339  -0.814
C7 -1.96971 -0.47595 -0.95306  -0.099
C8 -2.70467 -0.39438 0.20359  -0.028
C9 -3.36477 0.77378 0.52103  -0.028
C10 -3.28635 1.86204 -0.32388  -0.156
C11 -4.00432 3.15049 0.04604  -0.571
F1 -3.78296 4.07560 -0.91229  0.116
F2 -5.32529 2.89085 0.14722  0.133
F3 -3.52006 3.58067 1.23035  0.121
C12 -2.56000 1.76984 -1.49203  -0.022
C13 -1.90881 0.59739 -1.80942  -0.029
C14 0.42052 -1.68264 -0.94341  -0.309
C15 0.58781 -1.50615 0.54668  -0.077
C16 1.10334 -0.61251 -1.75925  -0.091
O2 -1.33212 -2.10029 -2.77746  0.020
H1 -2.79431 -4.81811 -4.13636  0.081
H2 -2.26196 -3.36678 -4.98893  0.081
H3 -1.08629 -4.35283 -4.13939  0.074
H4 -4.50213 -3.21518 -2.97583  0.078
H5 -3.88063 -1.89870 -1.97262  0.083
H6 -3.77712 -1.79345 -3.72324  0.089
H7 -3.71868 -5.39715 -1.77023  0.081
H8 -3.17679 -5.22241 -0.09809  0.080
H9 -4.17157 -3.97093 -0.82136  0.077
H10 -1.21698 -5.79007 -2.28309  0.076
H11 -0.06985 -4.47610 -2.02828  0.076
H12 -0.69822 -5.37174 -0.65311  0.085
H13 -2.76480 -1.25454 0.84615  0.114
H14 -3.94305 0.86146 1.42475  0.110
H15 -2.50823 2.62926 -2.13928  0.106
H16 -1.36247 0.50663 -2.73041  0.114
H17 0.77465 -2.67449 -1.25126  0.119
H18 0.06068 -2.28870 1.09292  0.082
H19 1.63777 -1.53397 0.84132  0.045
H20 0.17879 -0.54884 0.86864  0.074
H21 0.90572 -0.74688 -2.82305  0.080
H22 0.74237 0.37562 -1.47620  0.066
H23 2.18436 -0.62011 -1.61164  0.049
C17 5.49125 -1.68457 0.55063  -0.064
O3 4.64266 -1.69166 1.67417  -0.032
C18 4.03719 -0.47857 1.94939  -0.193
C19 3.13027 -0.44660 3.02369  0.023
C20 2.46675 0.69503 3.35586  0.017
C21 2.66657 1.91139 2.65202  -0.173
C22 1.96759 3.04166 3.12621  0.128
C23 1.93097 4.41954 2.76586  -0.177
C24 1.23147 5.28412 3.63936  -0.001
C25 1.18823 6.64004 3.43137  -0.051
C26 1.83011 7.19417 2.33819  -0.034
C27 2.49049 6.37301 1.44152  -0.048
C28 2.53957 5.01199 1.63908  0.008
C29 3.58622 1.87149 1.57257  0.038
C30 4.23961 0.71888 1.23414  0.023
H24 5.90403 -2.68629 0.41295  0.107
H25 4.92451 -1.41183 -0.34136  0.102
H26 6.31087 -0.98378 0.71522  0.099
H27 2.97981 -1.35450 3.58146  0.136
H28 1.77608 0.68310 4.18198  0.129
H29 1.37721 2.82749 4.00290  0.123
H30 0.72456 4.86195 4.49094  0.121
H31 0.65425 7.27392 4.12089  0.116
H32 1.80804 8.26114 2.18704  0.118
H33 2.96126 6.81001 0.57603  0.116
H34 3.00571 4.40277 0.88968  0.098
H35 3.78560 2.75647 1.00262  0.100
H36 4.92952 0.72619 0.41129  0.112

Output
highest occupied orbital energy	-6.2896	eV
E	-46664.796	eV
LUMO	-0.1354	hartree
frontier orbital gap	0.0958	Ha


(4)
C37H30BN8O7Pt | the ωB97M-V functional and the def2-TZVPD basis

Last column: Löwdin charge in e.
Geometry (Å):
Pt1 -16.78478 12.09283 6.46833  1.183
C1 -14.07001 15.32778 9.35901  -0.020
C2 -14.94267 15.06949 8.20353  -0.293
C3 -15.76725 15.98049 7.47389  0.054
C4 -16.40247 15.22475 6.44303  -0.189
N1 -16.01096 13.91789 6.63064  -0.098
N2 -15.04218 13.84334 7.66763  0.060
B1 -14.41194 12.43910 7.74735  -0.530
N3 -14.40252 11.71401 9.13201  0.033
N4 -15.53072 10.94551 9.50459  0.125
C5 -15.19605 10.11042 10.49266  -0.217
C6 -13.79785 10.35079 10.82985  0.012
C7 -13.41025 11.46702 10.06225  -0.273
C8 -12.05055 12.11913 10.04640  -0.042
C9 -16.16148 9.12451 11.13435  -0.137
C10 -17.34893 8.72802 10.42301  -0.023
C11 -18.18296 7.77161 10.93635  -0.088
C12 -17.81405 7.05555 12.10200  -0.107
C13 -16.71849 7.47678 12.83135  -0.107
C14 -15.90930 8.56435 12.40223  -0.045
N5 -13.21495 12.15382 6.86184  0.015
N6 -13.05762 10.90238 6.43338  0.134
C15 -12.23082 10.85964 5.33297  -0.209
C16 -11.70091 12.17504 5.20076  -0.006
C17 -12.24374 12.95376 6.21113  -0.228
C18 -11.78005 14.38182 6.39848  -0.029
C19 -11.81184 9.71234 4.55786  -0.178
C20 -11.52851 9.98168 3.17962  -0.031
C21 -11.60713 8.92662 2.34259  -0.106
C22 -11.75166 7.62082 2.84588  -0.107
C23 -11.96538 7.40028 4.17815  -0.105
C24 -11.90263 8.44653 5.05792  -0.044
C25 -17.44139 15.50652 5.50067  -0.178
C26 -18.12537 16.68700 5.30409  -0.023
C27 -19.03441 16.79750 4.25731  -0.067
C28 -19.35964 15.69524 3.46261  0.042
C29 -18.98815 14.40368 4.00250  -0.385
C30 -17.68834 14.48636 4.57617  0.049
H1 -13.01047 14.97211 9.08548  0.091
H2 -14.06661 16.40081 9.58883  0.084
H3 -14.45439 14.78338 10.23443  0.098
H4 -15.86943 17.06027 7.61100  0.107
H5 -15.43002 11.78428 7.25714  0.000
H6 -13.13559 9.84127 11.54305  0.100
H7 -12.02487 12.96198 9.31035  0.054
H8 -11.66384 12.58575 10.97073  0.072
H9 -11.17625 11.42540 9.86486  0.095
H10 -17.58551 9.25027 9.47639  0.114
H11 -19.18910 7.56633 10.49973  0.117
H12 -18.35015 6.17926 12.37904  0.082
H13 -16.47121 7.02116 13.79232  0.092
H14 -15.08074 8.94298 12.99234  0.096
H15 -10.95717 12.48407 4.44432  0.114
H16 -10.87147 14.31707 6.93379  0.058
H17 -11.62900 14.90238 5.40233  0.104
H18 -12.46273 15.01529 6.97474  0.050
H19 -11.17395 10.90566 2.75561  0.104
H20 -11.54337 8.95075 1.25506  0.102
H21 -11.92158 6.72591 2.17251  0.117
H22 -12.00793 6.40120 4.62336  0.109
H23 -12.00259 8.40529 6.14754  0.125
H24 -18.01967 17.54176 5.95869  0.114
H25 -19.58694 17.71514 4.17472  0.099
H26 -19.87359 15.78325 2.50625  0.121
H27 -19.67103 13.26715 5.44760  0.059
H28 -16.83675 13.75726 4.39622  0.144
O1 -18.52301 8.32608 6.64453  0.063
C31 -18.16226 9.33603 6.08183  -0.568
O2 -17.18365 10.08756 6.57552  -0.217
C32 -18.83652 9.82927 4.84232  -0.041
C33 -19.56499 9.01444 3.94897  0.086
C34 -19.95899 9.60927 2.74730  -0.175
C35 -19.68448 10.92434 2.45531  0.079
C36 -19.06912 11.85839 3.32957  -0.084
C37 -18.70786 11.23209 4.56843  -0.211
O3 -18.57414 12.05751 5.63954  -0.310
N7 -18.94169 13.19491 2.95379  -0.122
O4 -20.08613 14.00610 4.93018  0.017
O5 -18.90718 13.52754 1.76721  0.000
N8 -20.61016 8.81313 1.75217  -0.339
O6 -20.65904 7.60777 2.00836  0.055
O7 -21.06539 9.43844 0.77775  0.045
H29 -19.89164 7.99575 4.23272  0.141
H30 -19.85885 11.29422 1.46198  0.116

Output
highest occupied orbital energy (alpha / beta)	-5.1067 / -5.9083	eV
E	-69026.478	eV
LUMO (alpha / beta)	0.0708 / 0.0243	hartree
⟨S²⟩	2.0904
total charge	-1
multiplicity	3
frontier orbital gap (alpha / beta)	0.2584 / 0.2415	Ha


Among the records above, which one has the highest E?
C5H12O


Which value of E does entry 3 give?
-46664.796 eV


E of number 1 (C5H12O)?
-7422.281 eV